Record 1
C70H105N5O40 | wB97M-V/def2-TZVPD

Results
Multiplicity = 1
Strongest force on any atom = 4.7 eV/Å
Gap between HOMO and LUMO = 0.3303 Ha
Charge = 0

Last column: Mulliken charge in e.
Element x y z (Å)
C  -3.1004  -9.9624  1.4783  -0.571
C  -1.7785  -10.0186  1.0183  -0.557
C  -1.1200  -8.8243  0.5615  -0.387
C  -1.8203  -7.6222  0.5835  0.075
C  -2.9958  -7.5430  1.1864  -0.174
C  -3.6412  -8.6916  1.6394  -0.531
N  -1.1897  -6.3187  0.1919  0.981
O  -1.8727  -5.2946  0.1260  -0.371
O  -0.0057  -6.2986  -0.1294  -0.386
H  -3.6924  -10.8512  1.6394  0.402
H  -1.2978  -10.9841  0.9616  0.403
H  -0.1537  -8.8633  0.0807  0.424
H  -3.4327  -6.5772  1.3930  0.425
H  -4.6645  -8.4543  1.8905  0.330
C  6.1072  -6.1520  2.6858  -0.375
C  6.2238  -7.4302  2.1701  -0.669
C  5.1042  -8.1453  1.7136  -0.447
C  3.8375  -7.7283  2.1144  0.294
C  3.6665  -6.4974  2.8018  -0.411
C  4.7920  -5.6758  3.0405  -0.393
N  2.6414  -8.6056  1.9182  1.001
O  1.5058  -8.1014  1.9045  -0.534
O  2.8332  -9.8047  1.7627  -0.602
H  7.0158  -5.5708  2.7405  0.433
H  7.2461  -7.7023  1.9530  0.343
H  5.3372  -8.9788  1.0676  0.433
H  2.6901  -6.1953  3.1507  0.425
H  4.7734  -4.6519  3.3836  0.474
C  -0.2195  -1.9745  -0.4175  -1.278
C  -1.3446  -1.1246  -0.2377  -0.017
C  -1.1667  -0.0702  0.6621  -0.562
C  -0.0258  0.0679  1.4398  0.607
C  1.0581  -0.7222  1.1883  -0.241
C  0.9639  -1.7218  0.1860  0.355
N  0.0674  1.0269  2.5357  1.140
O  -0.2234  2.1329  2.3000  -0.628
O  0.7203  0.6299  3.5099  -0.535
H  -0.2287  -2.9263  -0.9279  0.417
H  -2.2901  -1.3251  -0.7196  0.494
H  -1.9768  0.6073  0.8882  -0.088
H  1.9410  -0.7161  1.8103  0.535
H  1.8516  -2.3261  0.0710  -0.347
C  -2.5681  -1.7768  4.1182  -0.688
C  -1.7390  -1.2969  5.1607  -0.502
C  -0.3861  -1.5929  5.2198  -1.001
C  0.1644  -2.3111  4.1221  -0.026
C  -0.7119  -2.8710  3.1744  0.215
C  -2.0332  -2.6108  3.1791  -0.406
N  1.6063  -2.5019  4.0008  0.961
O  2.5062  -2.0412  4.6953  -0.683
O  1.9812  -3.2589  3.1243  -0.322
H  -3.5958  -1.4449  4.1204  0.537
H  -2.1781  -0.6539  5.9091  0.431
H  0.2951  -1.3538  6.0231  0.456
H  -0.3137  -3.2417  2.2414  0.518
H  -2.7377  -3.0045  2.4615  0.447
C  6.2422  -4.5338  -0.9021  -0.413
C  4.9144  -4.3808  -0.5445  -0.355
C  3.8211  -5.1135  -1.1142  0.211
C  4.1986  -6.1274  -2.0218  -0.191
C  5.5360  -6.3868  -2.2140  -0.714
C  6.6044  -5.6161  -1.7535  -0.806
N  3.1162  -6.9909  -2.5902  1.131
O  1.9837  -6.8880  -2.1061  -0.486
O  3.3771  -7.7572  -3.4864  -0.654
H  6.9745  -3.8397  -0.5168  0.501
H  4.6783  -3.4623  -0.0277  0.215
H  2.8051  -4.9827  -0.7720  0.533
H  5.9472  -7.2921  -2.6356  0.476
H  7.6231  -5.8389  -2.0346  0.500
C  -5.4537  -3.5903  -0.4930  -0.593
C  -5.7678  -2.1883  -1.0526  0.200
O  -6.3257  -1.3155  -0.0988  -0.391
C  -5.7464  -0.2810  0.4804  0.660
O  -4.6520  0.1442  0.1881  -0.398
O  -6.6035  0.1031  1.3269  -0.438
C  -6.4264  1.3124  2.0685  -0.608
H  -4.7287  -3.3487  0.2843  -0.117
H  -4.8104  -4.0352  -1.2522  0.230
H  -6.3728  -4.1373  -0.2829  0.427
H  -6.4560  -2.2794  -1.8929  0.256
H  -4.9144  -1.6692  -1.4888  -0.159
H  -5.4449  1.3705  2.5390  0.225
H  -7.2814  1.5014  2.7175  0.306
H  -6.4995  2.2013  1.4419  0.331
C  3.9305  3.9038  5.6091  -1.001
C  3.6917  5.4358  5.8918  -0.357
O  3.8119  6.1050  4.7227  -0.233
C  5.0051  6.3795  4.2187  0.644
O  6.0544  6.0898  4.7396  -0.594
O  4.8356  6.9163  3.0555  -0.236
C  5.9864  7.1423  2.3396  -0.802
H  4.8661  3.6620  5.1048  0.339
H  3.1424  3.5813  4.9286  0.224
H  3.8576  3.4642  6.6039  0.376
H  4.3451  5.9519  6.5952  0.364
H  2.6816  5.5540  6.2841  0.294
H  6.4899  6.2271  2.0284  0.328
H  6.6617  7.7387  2.9530  0.384
H  5.6831  7.4321  1.3335  0.218
C  2.3832  6.1304  1.2835  -0.478
C  2.1056  6.9646  -0.0260  -0.364
O  2.8971  6.3284  -0.9784  -0.311
C  2.5390  6.2506  -2.2296  0.768
O  1.4971  6.7965  -2.6769  -0.669
O  3.2958  5.3587  -2.7998  -0.347
C  2.9870  4.8881  -4.0609  -0.195
H  3.4575  6.2043  1.4524  0.066
H  2.0301  5.1089  1.1419  0.198
H  1.8037  6.6027  2.0767  0.324
H  2.3568  8.0230  0.0430  0.391
H  1.0506  6.8530  -0.2759  0.209
H  3.2406  5.6096  -4.8376  0.356
H  1.9184  4.6745  -4.0374  -0.118
H  3.5816  4.0006  -4.2771  0.211
C  -6.9780  3.3639  5.7006  -0.951
C  -6.2815  2.3351  6.6631  -0.360
O  -4.8813  2.0978  6.6235  -0.324
C  -3.8917  3.0155  6.3169  0.764
O  -4.0079  4.2328  6.1342  -0.574
O  -2.7104  2.2922  6.5200  -0.280
C  -1.4916  3.0019  6.0665  -0.478
H  -6.7431  3.4076  4.6371  0.178
H  -6.7045  4.3300  6.1248  0.324
H  -8.0588  3.2538  5.7888  0.360
H  -6.8357  1.3991  6.7325  0.368
H  -6.4315  2.7190  7.6722  0.324
H  -1.1410  3.7783  6.7465  0.299
H  -1.5021  3.3565  5.0358  0.180
H  -0.7489  2.2043  6.0509  0.178
C  -1.5948  -5.1576  -4.6754  -1.268
C  -1.2861  -4.3765  -3.4297  0.522
O  -1.3616  -2.9159  -3.6876  0.020
C  -2.4999  -2.2747  -3.4768  0.459
O  -3.4526  -2.8204  -2.9277  -0.686
O  -2.3389  -1.0306  -3.8261  -0.031
C  -3.4248  -0.1902  -3.7818  -0.855
H  -2.4903  -4.7330  -5.1293  0.348
H  -1.8350  -6.1655  -4.3371  0.459
H  -0.8079  -5.2031  -5.4283  0.026
H  -0.2442  -4.6258  -3.2289  0.138
H  -1.7573  -4.6276  -2.4794  -0.096
H  -4.3540  -0.7165  -3.5637  0.443
H  -3.5326  0.3271  -4.7352  0.317
H  -3.2655  0.4834  -2.9397  0.178
C  0.1514  3.2981  -1.9874  0.792
C  1.0285  2.0952  -2.4440  -0.256
O  2.1699  1.9651  -1.6244  -0.227
C  2.8591  0.8234  -1.6560  0.731
O  2.8312  -0.0755  -2.4927  -0.587
O  3.5645  0.8004  -0.4938  -0.209
C  4.3375  -0.3038  -0.1252  -0.453
H  -0.2956  3.1727  -1.0013  -0.289
H  -0.7380  3.3359  -2.6165  -0.302
H  0.7038  4.2203  -2.1673  -0.436
H  1.3314  2.2456  -3.4802  0.338
H  0.4904  1.1473  -2.4532  0.257
H  4.8511  -0.7179  -0.9929  0.382
H  3.6870  -1.1008  0.2349  -0.122
H  5.0941  -0.0581  0.6199  0.342
C  -1.9245  4.8330  -5.2800  -0.310
C  -1.9788  3.5577  -6.1375  -0.419
O  -0.9261  2.6587  -5.7258  -0.149
C  -0.9472  1.3773  -6.1334  0.707
O  -1.9201  0.6839  -6.4974  -0.669
O  0.2687  0.8854  -5.8715  -0.370
C  0.5035  -0.5148  -5.5363  -0.086
H  -0.9506  5.3070  -5.1581  0.292
H  -2.3070  4.6634  -4.2735  -0.616
H  -2.6407  5.5982  -5.5796  0.535
H  -1.8075  3.7991  -7.1865  0.340
H  -2.9988  3.2026  -5.9902  0.302
H  -0.0433  -0.8579  -4.6580  -0.055
H  1.5454  -0.7250  -5.2948  -0.034
H  0.1475  -1.0421  -6.4214  0.513
C  -3.4102  3.5261  1.8638  -0.631
C  -2.5299  3.8673  0.7006  0.515
O  -2.7461  3.0676  -0.5094  0.731
C  -3.3728  3.6363  -1.6375  0.045
O  -3.5031  2.9412  -2.6626  -0.422
O  -3.7473  4.9314  -1.4867  -0.200
C  -4.4325  5.5851  -2.5205  -0.549
H  -3.0599  2.5082  2.0346  -0.116
H  -4.4303  3.7654  1.5630  0.243
H  -3.0483  4.1675  2.6674  0.335
H  -1.5240  3.5297  0.9503  -0.164
H  -2.3700  4.9334  0.5395  -0.213
H  -4.5306  6.6322  -2.2340  0.264
H  -5.4934  5.3706  -2.6486  0.341
H  -3.9475  5.5998  -3.4965  0.134
C  1.2274  -7.6377  -6.6070  -1.164
C  1.7118  -6.2936  -7.1151  -0.252
O  2.0752  -5.6723  -5.9207  -0.005
C  2.5706  -4.3805  -5.9249  0.424
O  2.6828  -3.5860  -6.9015  -0.638
O  3.0635  -4.1541  -4.6956  -0.122
C  3.5339  -2.9478  -4.2618  -0.266
H  2.0489  -8.2197  -6.1893  0.259
H  0.9049  -8.2297  -7.4636  0.448
H  0.4472  -7.5110  -5.8565  0.239
H  0.9002  -5.8707  -7.7072  0.290
H  2.6200  -6.5099  -7.6777  0.423
H  4.0099  -3.1552  -3.3034  0.075
H  2.8741  -2.0805  -4.2373  -0.095
H  4.3725  -2.6462  -4.8895  0.443
C  0.9549  10.4692  3.5401  -1.191
C  0.5722  9.5856  2.2698  0.209
O  -0.2718  8.5740  2.7230  -0.268
C  -1.0016  7.9111  1.8130  0.669
O  -1.2359  6.6808  2.0293  -0.402
O  -1.3494  8.6584  0.7510  -0.355
C  -2.2541  8.1559  -0.2954  -0.711
H  1.6866  10.0309  4.2187  0.256
H  0.0273  10.6460  4.0844  0.328
H  1.4889  11.3768  3.2586  0.379
H  1.4849  9.1189  1.8994  -0.104
H  0.3002  10.1791  1.3969  0.330
H  -2.3235  7.0859  -0.4915  0.066
H  -2.1566  8.7514  -1.2031  0.378
H  -3.2030  8.5649  0.0517  0.430

---

Record 2
C3H4OP2 | wB97M-V/def2-TZVPD

Results
Relative energy (zero: lowest compared OMol25 entry of this formula, charge and spin) = 141.0 kcal per mole
Multiplicity = 1
Strongest force on any atom = 5.1 eV/Å
Gap between HOMO and LUMO (spin up / spin down) = 0.2443 / 0.2327 Ha
Charge = 0

Last column: Mulliken charge in e.
Element x y z (Å)
C  1.4035  0.7389  0.4561  -0.297
C  -1.6761  -0.1038  -0.1723  -0.144
C  -0.5477  -0.7564  -0.4756  -0.148
O  -0.3686  -2.0005  -0.8898  -0.410
P  -1.7537  1.5101  0.5175  -0.055
P  0.2181  1.6115  1.2116  0.079
H  1.6875  -0.3735  0.5912  0.226
H  -2.6763  -0.4744  -0.5759  0.294
H  0.5883  -2.1046  -1.1195  0.422
H  0.7858  2.7268  1.1395  0.031

---

Record 3
C40H79BBrF6N7O12P | wB97M-V/def2-TZVPD

Results
Multiplicity = 1
Strongest force on any atom = 5.9 eV/Å
Gap between HOMO and LUMO = 0.1877 Ha
Charge = -1

Last column: Mulliken charge in e.
Element x y z (Å)
C  -0.1374  2.6278  10.3138  -0.667
O  -1.2708  3.3045  9.6723  -0.331
C  -1.3625  2.6845  8.3379  -0.373
C  -2.0365  3.7070  7.2715  0.137
C  -3.5622  3.3543  6.9131  -1.019
C  -3.7409  2.4438  5.5876  0.071
C  -3.2764  3.1941  4.2319  -0.505
C  -2.9984  2.2040  2.9942  -0.665
B  -1.6359  1.2635  3.1454  -1.272
P  -0.4578  1.8172  4.5732  1.468
C  0.9030  3.0022  3.9925  -1.240
C  0.2166  0.3651  5.5888  -1.046
O  -2.2464  -0.1031  3.2090  -0.775
C  -1.4028  -1.0556  2.4952  0.896
C  -2.0482  -2.4550  2.0524  -1.049
C  -1.9203  -3.5864  3.2238  -0.006
C  -2.8064  -4.8702  2.7771  -0.599
N  -4.2734  -4.6262  2.9045  -0.548
C  -0.4689  -0.2175  1.4676  1.356
C  1.0922  -0.4746  1.8308  -0.179
C  1.4980  -2.0413  1.8565  -0.540
C  1.8542  -2.4518  3.3948  -0.608
Br  2.9593  -4.1188  3.5039  -0.218
C  -0.8281  -0.1625  -0.0879  -0.982
O  -1.2918  -1.1634  -0.7191  -0.607
C  -0.5858  1.1620  -1.0188  1.139
F  -1.4263  2.2567  -0.6429  -0.287
F  -0.9724  0.8385  -2.3765  -0.299
C  0.9544  1.6061  -1.1063  0.570
F  1.7007  0.3885  -1.3513  -0.305
F  1.3402  2.2657  0.0846  -0.234
C  1.3090  2.5868  -2.3325  0.809
F  0.2380  3.3938  -2.7789  -0.242
F  2.3207  3.5002  -1.8308  -0.344
C  2.0397  1.8152  -3.5666  0.164
O  1.3979  1.4436  -4.5869  -0.416
O  3.4420  1.5026  -3.5452  -0.481
O  -0.7604  1.1277  1.9421  0.279
H  0.8654  3.1277  10.0572  0.249
H  -0.2231  2.6680  11.4656  0.230
H  -0.1129  1.5117  10.0062  0.331
H  -0.2644  2.4994  8.0153  0.197
H  -1.9509  1.7126  8.4689  0.297
H  -1.3568  3.8584  6.3669  -0.053
H  -2.0618  4.7293  7.8224  0.133
H  -4.0210  2.8054  7.8102  0.357
H  -4.0983  4.3647  6.7361  0.310
H  -4.8243  2.0645  5.5516  0.385
H  -3.0824  1.5074  5.7419  -0.098
H  -4.1844  3.8528  3.9237  0.436
H  -2.4233  3.9531  4.4273  0.168
H  -3.9096  1.5196  2.8407  0.133
H  -2.9032  2.8389  2.0252  0.029
H  0.8188  3.9485  4.6609  0.360
H  1.9748  2.6211  4.1281  0.305
H  0.6882  3.3839  2.9205  0.183
H  -0.6791  -0.2176  5.9933  0.138
H  0.9513  -0.3235  5.0436  0.085
H  0.7846  0.8056  6.4878  0.348
H  -0.6995  -1.3879  3.3621  -0.574
H  -3.1695  -2.2720  1.8306  0.450
H  -1.5890  -2.9283  1.1207  0.388
H  -0.8199  -3.9491  3.1580  -0.040
H  -2.1905  -3.1840  4.2583  0.259
H  -2.5033  -5.7628  3.4463  0.315
H  -2.5536  -5.1133  1.6834  0.278
H  -4.7981  -5.5234  2.8741  0.234
H  -4.4728  -4.2455  3.8445  0.216
H  1.8198  0.0399  1.1156  0.244
H  1.2510  0.0056  2.8617  -0.098
H  2.4277  -2.2974  1.2459  0.538
H  0.6474  -2.7468  1.5492  0.181
H  2.4572  -1.6354  3.9293  0.448
H  0.9178  -2.6499  4.0260  0.203
H  3.9691  2.3362  -3.6128  0.340
C  0.3261  6.9111  13.5103  -1.302
C  -0.5212  5.7073  13.1989  0.858
O  -0.3315  4.6218  13.7346  -0.658
N  -1.5239  5.8509  12.2911  -0.129
C  -1.9036  7.0383  11.5575  -0.822
H  1.0811  6.6407  14.2495  0.298
H  0.8347  7.2559  12.6072  0.336
H  -0.2935  7.7093  13.9252  0.367
H  -2.0486  5.0009  12.1340  0.210
H  -2.9434  7.2708  11.7976  0.306
H  -1.8236  6.8202  10.4904  0.236
H  -1.2753  7.8925  11.8014  0.316
C  2.1820  -0.8326  -6.3833  -0.789
C  2.8055  -1.4869  -7.5841  0.582
O  2.1736  -2.2410  -8.3185  -0.704
N  4.1131  -1.2206  -7.8477  -0.088
C  5.0203  -0.3663  -7.1087  -0.430
H  1.1383  -1.1393  -6.3034  0.400
H  2.7030  -1.1416  -5.4746  0.379
H  2.2154  0.2526  -6.4889  -0.038
H  4.4618  -1.6948  -8.6690  0.230
H  5.3810  0.4119  -7.7834  0.246
H  5.8642  -0.9714  -6.7786  0.116
H  4.5429  0.0938  -6.2452  0.111
C  0.7938  3.4137  -6.7276  -0.517
C  0.6975  4.1989  -8.0069  0.447
O  1.1925  5.3135  -8.1266  -0.685
N  0.0348  3.6344  -9.0537  -0.122
C  -0.6121  2.3407  -9.1111  -0.618
H  1.3494  3.9920  -5.9885  0.324
H  -0.2047  3.2164  -6.3317  0.392
H  1.3248  2.4760  -6.9027  -0.145
H  0.0119  4.2197  -9.8769  0.227
H  -0.1478  1.7615  -9.9126  0.170
H  -1.6672  2.4962  -9.3472  0.265
H  -0.5270  1.7953  -8.1734  0.256
C  1.0700  -1.6210  -10.9866  -1.088
C  0.9681  -0.8318  -12.2629  0.666
O  1.4604  0.2840  -12.3811  -0.685
N  0.3020  -1.3937  -13.3111  -0.153
C  -0.3432  -2.6873  -13.3709  -0.793
H  1.6258  -1.0459  -10.2476  0.091
H  0.0726  -1.8212  -10.5889  0.354
H  1.6022  -2.5575  -11.1659  0.486
H  0.2755  -0.8051  -14.1320  0.242
H  0.1188  -3.2632  -14.1760  0.269
H  -1.3992  -2.5324  -13.6029  0.267
H  -0.2541  -3.2357  -12.4356  0.325
C  9.4547  -1.0469  -9.5157  -1.371
C  8.5353  -1.3625  -8.3677  0.840
O  7.8783  -0.4971  -7.8031  -0.605
N  8.4452  -2.6585  -7.9588  -0.148
C  9.1330  -3.8152  -8.4912  -0.875
H  9.4188  0.0229  -9.7245  0.292
H  10.4821  -1.3144  -9.2584  0.386
H  9.1355  -1.5847  -10.4113  0.364
H  7.8094  -2.7921  -7.1847  0.227
H  8.3830  -4.5327  -8.8306  0.289
H  9.7192  -4.2646  -7.6869  0.292
H  9.7904  -3.5589  -9.3193  0.335
C  -7.4005  -7.0244  2.1964  -1.347
C  -6.5106  -7.7406  3.1752  0.811
O  -5.3014  -7.5512  3.2146  -0.671
N  -7.0875  -8.6235  4.0363  -0.169
C  -8.4847  -8.9829  4.1469  -0.819
H  -6.7973  -6.3567  1.5797  0.333
H  -7.8958  -7.7455  1.5422  0.395
H  -8.1413  -6.4256  2.7309  0.356
H  -6.4271  -9.0639  4.6618  0.247
H  -8.8189  -8.7488  5.1600  0.281
H  -8.5753  -10.0585  3.9804  0.280
H  -9.1052  -8.4514  3.4287  0.316

---

Number 1: E -6013.055141 Ha. Number 2: E -874.382327 Ha. Number 3: E -6397.057500 Ha.